Entry 1:
A cluster of 7 separate species, C16H44N2O7S5 in total in a non-equilibrium geometry. Source: OMol25; level of theory: ωB97M-V/def2-TZVPD.

XYZ file:
```
74
Properties=species:S:1:pos:R:3:lowdin_charge:R:1
C -4.662 6.252 -2.517 0.003
C -4.846 4.804 -3.037 -0.552
O -5.761 4.590 -3.835 -0.003
N -4.082 3.814 -2.581 0.019
C -4.314 2.370 -2.782 -0.039
H -5.497 6.556 -1.886 0.082
H -4.540 6.873 -3.405 0.077
H -3.731 6.343 -1.959 0.048
H -3.423 4.128 -1.884 0.075
H -5.019 2.070 -3.557 0.085
H -4.696 2.016 -1.825 0.057
H -3.343 1.916 -2.979 0.070
C 6.478 -1.921 2.374 -0.001
C 6.589 -0.956 1.199 -0.608
O 7.561 -0.943 0.491 0.040
N 5.644 -0.141 0.892 0.014
C 4.304 -0.117 1.430 -0.061
H 7.502 -2.199 2.619 0.078
H 6.065 -2.921 2.245 0.084
H 6.038 -1.582 3.311 0.071
H 5.753 0.374 0.030 0.148
H 4.074 -0.904 2.148 0.072
H 3.765 -0.363 0.515 0.075
H 4.010 0.795 1.950 0.083
C 0.760 -4.838 4.485 -0.245
S 1.996 -3.441 4.255 0.852
O 1.888 -3.090 2.762 -0.594
C 0.895 -2.280 5.161 -0.281
H 0.913 -5.556 3.679 0.047
H -0.224 -4.431 4.253 0.041
H 0.715 -5.247 5.494 0.051
H 1.395 -1.318 5.047 0.038
H 0.833 -2.594 6.202 0.052
H -0.111 -2.099 4.782 0.054
C 2.873 1.026 -2.718 -0.249
S 1.954 -0.499 -3.028 0.851
O 1.728 -0.995 -1.595 -0.629
C 0.465 0.150 -3.822 -0.255
H 3.713 0.744 -2.083 0.043
H 2.279 1.829 -2.282 0.053
H 3.159 1.421 -3.693 0.051
H -0.127 -0.704 -4.148 0.050
H 0.738 0.606 -4.774 0.059
H -0.111 0.807 -3.169 0.046
C 0.002 -5.408 -3.578 -0.256
S -1.360 -4.304 -2.981 0.816
O -2.533 -5.186 -2.555 -0.576
C -0.542 -3.694 -1.462 -0.253
H 0.994 -4.970 -3.474 0.047
H -0.083 -5.758 -4.607 0.045
H -0.015 -6.314 -2.972 0.050
H -0.185 -4.647 -1.071 0.046
H -1.242 -3.344 -0.703 0.037
H 0.313 -3.053 -1.674 0.027
C -3.855 2.722 1.019 -0.232
S -2.322 3.770 0.779 0.859
O -2.727 4.947 -0.089 -0.577
C -2.218 4.199 2.586 -0.254
H -4.606 3.246 1.611 0.057
H -3.523 1.760 1.409 0.035
H -4.368 2.395 0.114 0.023
H -2.306 3.252 3.118 0.042
H -2.928 4.955 2.924 0.057
H -1.227 4.584 2.824 0.037
C -1.178 -1.086 1.155 -0.217
S -0.701 -0.088 -0.366 0.849
O -1.931 0.779 -0.625 -0.599
C 0.489 1.022 0.462 -0.254
H -1.506 -0.363 1.902 0.039
H -0.339 -1.606 1.619 0.037
H -1.993 -1.769 0.917 0.044
H 1.327 0.333 0.570 0.019
H 0.265 1.347 1.478 0.048
H 0.702 1.935 -0.095 0.052
```

Values from the calculation:
HOMO = -8.6 eV
Energy relative to the best compared isomer or geometry (same formula, charge and spin) = 1.455 eV
Total charge = 0
Frontier orbital gap = 0.31460 Ha

=====

Entry 2:
A cluster of 4 separate species, C16H44N4O4 in total in a non-equilibrium geometry. Source: OMol25; level of theory: ωB97M-V/def2-TZVPD.

XYZ file:
```
68
Properties=species:S:1:pos:R:3:lowdin_charge:R:1
C -5.688 3.569 -1.657 -0.072
C -5.896 4.843 -0.846 -0.432
C -4.666 5.109 0.030 -0.227
O -4.381 4.030 0.871 -0.176
C -3.246 4.196 1.641 -0.136
N -6.135 5.941 -1.797 0.026
H -6.636 3.306 -2.140 0.074
H -5.496 2.734 -0.976 0.067
H -4.941 3.595 -2.446 0.078
H -6.742 4.749 -0.159 0.137
H -4.926 5.992 0.631 0.125
H -3.810 5.322 -0.620 0.134
H -2.294 3.981 1.135 0.079
H -3.251 3.619 2.568 0.089
H -3.123 5.226 2.019 0.089
H -7.137 6.082 -1.921 0.072
H -5.919 6.841 -1.352 0.069
C 0.091 -4.232 4.144 -0.072
C 0.697 -3.265 3.157 -0.433
C 0.268 -3.441 1.700 -0.215
O 1.076 -4.400 1.075 -0.206
C 0.706 -4.949 -0.173 -0.089
N 0.368 -1.883 3.603 0.026
H -0.992 -4.148 4.275 0.079
H 0.513 -4.165 5.146 0.078
H 0.313 -5.242 3.785 0.084
H 1.786 -3.329 3.256 0.135
H 0.279 -2.539 1.078 0.112
H -0.784 -3.759 1.838 0.130
H 0.716 -4.141 -0.914 0.077
H -0.305 -5.350 -0.053 0.089
H 1.381 -5.734 -0.498 0.086
H 0.571 -1.175 2.908 0.059
H -0.642 -1.871 3.737 0.064
C -1.107 2.221 -1.315 -0.056
C -1.609 0.953 -2.051 -0.427
C -0.454 0.014 -2.431 -0.218
O 0.334 -0.225 -1.280 -0.194
C 1.519 -0.959 -1.598 -0.090
N -2.618 0.220 -1.310 0.043
H -0.511 1.969 -0.437 0.072
H -1.975 2.800 -1.008 0.054
H -0.447 2.758 -2.001 0.078
H -2.022 1.350 -2.981 0.132
H 0.066 0.586 -3.216 0.124
H -0.768 -0.927 -2.886 0.123
H 1.351 -1.676 -2.406 0.090
H 1.671 -1.537 -0.681 0.073
H 2.376 -0.321 -1.812 0.077
H -2.240 -0.122 -0.437 0.070
H -3.485 0.711 -1.155 0.059
C 5.103 -0.746 -1.768 -0.060
C 4.956 -0.525 -0.252 -0.446
C 5.805 -1.442 0.633 -0.173
O 5.943 -2.755 0.065 -0.205
C 4.797 -3.563 0.119 -0.121
N 5.208 0.890 0.044 0.026
H 4.866 0.125 -2.369 0.075
H 4.538 -1.604 -2.136 0.066
H 6.150 -1.042 -1.906 0.082
H 3.895 -0.719 -0.053 0.106
H 5.425 -1.657 1.635 0.127
H 6.810 -1.013 0.628 0.123
H 4.460 -3.843 -0.885 0.083
H 3.913 -3.115 0.585 0.080
H 5.052 -4.493 0.628 0.087
H 5.021 1.164 1.005 0.071
H 6.222 1.014 -0.012 0.071
```

Values from the calculation:
HOMO = -8.9 eV
Energy relative to the best compared isomer or geometry (same formula, charge and spin) = 1.422 eV
Total charge = 0
Frontier orbital gap = 0.35385 Ha

=====

Entry 3:
A structure of composition C16H46F6O10Si2 in a non-equilibrium geometry. Source: OMol25; level of theory: ωB97M-V/def2-TZVPD.

XYZ file:
```
80
Properties=species:S:1:pos:R:3:lowdin_charge:R:1
F -2.021 0.088 -5.066 0.060
C -0.797 -0.443 -4.671 -0.181
F -0.434 -1.665 -5.225 0.066
C -0.045 0.289 -3.710 -0.136
F 1.096 1.051 -4.040 0.010
C -0.574 0.234 -2.201 -0.148
C 0.032 -1.116 -1.571 -0.230
Si -1.305 -2.427 -1.080 0.535
C -0.553 -3.647 0.188 -0.218
C 0.995 -3.967 -0.026 -0.249
O 1.251 -5.248 -0.658 -0.149
C 0.979 -5.183 -2.064 -0.101
C 1.898 -6.115 -2.947 -0.418
F 3.048 -5.422 -3.366 0.075
F 2.186 -7.350 -2.400 0.113
F 1.181 -6.368 -4.139 0.058
O -1.560 -3.362 -2.546 -0.479
Si -3.179 -3.218 -3.128 0.544
H -0.102 1.100 -1.646 0.102
H -1.710 0.258 -2.148 0.113
H 0.681 -0.965 -0.655 0.074
H 0.684 -1.650 -2.345 0.088
H -2.547 -1.827 -0.584 -0.009
H -0.712 -3.183 1.222 0.076
H -1.099 -4.649 0.205 0.101
H 1.454 -4.049 1.014 0.120
H 1.585 -3.162 -0.559 0.110
H -0.112 -5.468 -2.228 0.142
H 1.095 -4.103 -2.422 0.135
H -3.808 -4.560 -3.140 -0.069
H -3.987 -2.233 -2.413 -0.072
H -3.072 -2.828 -4.554 -0.060
C -6.077 0.580 -3.364 -0.157
O -4.665 0.421 -3.384 -0.158
H -6.390 0.805 -2.345 0.078
H -6.367 1.404 -4.021 0.077
H -6.559 -0.344 -3.694 0.077
H -4.414 0.223 -4.294 0.059
C 4.442 3.066 -4.040 -0.168
O 3.718 3.329 -5.232 -0.128
H 5.306 3.728 -4.000 0.077
H 3.804 3.252 -3.172 0.074
H 4.782 2.027 -4.037 0.075
H 2.962 2.732 -5.243 0.060
C 0.970 -0.949 2.395 -0.135
O 1.845 -1.877 1.767 -0.144
H -0.005 -0.998 1.911 0.058
H 0.862 -1.204 3.453 0.086
H 1.373 0.062 2.294 0.068
H 2.697 -1.810 2.215 0.076
C 5.452 0.335 2.915 -0.154
O 4.289 0.402 2.100 -0.128
H 5.176 0.586 3.939 0.077
H 5.864 -0.677 2.891 0.076
H 6.197 1.049 2.557 0.077
H 4.558 0.177 1.202 0.080
C -2.531 0.968 0.978 -0.136
O -1.218 1.418 0.672 -0.150
H -2.492 -0.100 1.192 0.061
H -2.908 1.500 1.855 0.081
H -3.189 1.143 0.123 0.082
H -1.277 2.363 0.486 0.089
C 0.061 2.975 3.516 -0.149
O 1.052 2.782 2.519 -0.127
H 0.518 3.455 4.380 0.059
H -0.733 3.616 3.124 0.053
H -0.352 2.007 3.815 0.081
H 0.618 2.357 1.767 0.039
C 1.733 2.538 7.142 -0.155
O 1.868 3.631 6.244 -0.138
H 0.678 2.278 7.221 0.079
H 2.290 1.677 6.763 0.076
H 2.111 2.819 8.128 0.075
H 2.806 3.842 6.191 0.081
C -3.011 5.567 3.626 -0.155
O -3.473 5.295 2.308 -0.132
H -2.129 4.960 3.820 0.051
H -2.749 6.624 3.714 0.080
H -3.790 5.313 4.349 0.078
H -4.252 5.842 2.160 0.073
```

Values from the calculation:
HOMO = -8.3 eV
Total charge = 0
Frontier orbital gap = 0.27601 Ha

=====

Entry 4:
A structure of composition C16H47AgO18 in a non-equilibrium geometry. Source: OMol25; level of theory: ωB97M-V/def2-TZVPD.

XYZ file:
```
82
Properties=species:S:1:pos:R:3:lowdin_charge:R:1
Ag -1.911 -6.028 2.242 0.913
O -0.398 -0.274 -1.207 0.036
C -0.075 -0.630 0.067 -0.927
O -0.678 -1.620 0.544 -0.092
O 0.613 0.151 0.670 -0.014
H 0.187 0.487 -1.233 0.078
C -4.958 3.548 -0.011 -0.182
O -4.749 4.914 -0.271 -0.112
H -4.090 2.933 -0.250 0.080
H -5.311 3.321 0.995 0.074
H -5.760 3.135 -0.623 0.065
H -5.371 5.464 0.213 0.076
C -3.489 0.645 5.820 -0.248
C -2.627 0.152 6.916 -0.290
O -1.395 -0.415 6.544 -0.057
O -2.618 1.404 4.995 -0.061
H -4.352 1.247 6.105 0.125
H -3.803 -0.273 5.324 0.118
H -3.046 -0.708 7.438 0.122
H -2.480 1.003 7.581 0.119
H -0.994 0.198 5.923 0.076
H -2.440 0.881 4.210 0.095
C -3.481 -5.732 -2.307 -0.213
C -4.736 -5.152 -1.492 -0.208
O -4.494 -4.615 -0.210 -0.090
O -2.631 -6.557 -1.519 -0.101
H -2.863 -5.016 -2.848 0.114
H -3.826 -6.356 -3.132 0.110
H -5.431 -5.975 -1.324 0.114
H -5.207 -4.335 -2.037 0.116
H -3.763 -3.993 -0.178 0.084
H -2.380 -7.312 -2.057 0.081
C 4.261 -3.598 4.653 -0.240
C 3.952 -4.842 5.382 -0.276
O 4.785 -5.899 4.931 -0.066
O 3.860 -3.888 3.306 -0.065
H 5.320 -3.350 4.728 0.128
H 3.725 -2.773 5.123 0.123
H 2.956 -5.209 5.135 0.110
H 3.967 -4.760 6.469 0.123
H 4.723 -5.902 3.973 0.074
H 2.990 -3.485 3.260 0.089
C 2.954 -3.905 -3.805 -0.185
C 3.975 -2.706 -3.432 -0.186
O 4.848 -3.308 -2.443 -0.097
O 3.741 -4.977 -4.425 -0.098
H 2.182 -3.624 -4.522 0.106
H 2.531 -4.257 -2.863 0.102
H 3.477 -1.786 -3.126 0.106
H 4.601 -2.374 -4.259 0.108
H 4.612 -3.143 -1.528 0.083
H 4.233 -5.317 -3.674 0.061
C -3.831 3.383 -5.381 -0.217
C -4.535 1.963 -5.299 -0.221
O -3.594 0.887 -5.071 -0.083
O -2.778 3.489 -4.413 -0.068
H -4.636 4.117 -5.344 0.113
H -3.289 3.343 -6.326 0.115
H -5.104 1.901 -6.226 0.106
H -5.313 1.812 -4.551 0.101
H -3.122 0.938 -4.236 0.077
H -3.297 3.660 -3.624 0.077
C 2.665 4.780 -4.718 -0.283
C 2.724 4.153 -3.279 -0.229
O 4.054 3.634 -3.167 -0.071
O 1.627 5.634 -5.002 -0.043
H 2.683 3.946 -5.420 0.118
H 3.561 5.392 -4.812 0.120
H 2.058 3.291 -3.238 0.107
H 2.362 4.820 -2.497 0.116
H 4.131 3.281 -2.277 0.083
H 0.933 5.115 -4.589 0.083
C 4.210 4.359 3.308 -0.219
C 3.026 5.316 3.181 -0.289
O 1.864 4.894 3.768 -0.049
O 4.234 3.211 2.424 -0.078
H 4.109 3.880 4.283 0.112
H 5.181 4.845 3.219 0.118
H 2.798 5.350 2.116 0.119
H 3.230 6.309 3.580 0.125
H 1.549 4.106 3.319 0.090
H 3.368 2.803 2.497 0.070
```

Values from the calculation:
HOMO = -7.3 eV
Energy relative to the best compared isomer or geometry (same formula, charge and spin) = 8.381 eV
Total charge = 0
Frontier orbital gap = 0.09737 Ha

=====

Entry 5:
A structure of composition C16H47CuO15 in a non-equilibrium geometry. Source: OMol25; level of theory: ωB97M-V/def2-TZVPD.

XYZ file:
```
79
Properties=species:S:1:pos:R:3:lowdin_spin:R:1
Cu 1.945 3.319 -1.179 0.025
C -0.161 -0.670 -0.806 0.006
C 1.115 0.107 -1.023 0.111
O 1.077 1.379 -0.486 0.726
H -0.172 -1.095 0.202 0.002
H -0.152 -1.583 -1.407 0.001
H -1.050 -0.088 -1.029 0.000
H 1.341 0.197 -2.104 0.039
H 2.027 -0.358 -0.590 0.059
C 4.669 -2.550 0.059 0.000
C 4.811 -1.058 -0.201 0.002
O 6.070 -0.559 0.179 0.000
O 5.830 -3.230 -0.386 0.000
H 3.788 -2.935 -0.478 0.000
H 4.473 -2.765 1.114 0.000
H 4.087 -0.595 0.478 0.001
H 4.631 -0.826 -1.258 0.000
H 6.754 -1.103 -0.229 0.000
H 6.013 -3.939 0.237 0.000
C 1.503 6.396 1.057 0.000
C 0.374 5.396 1.011 0.000
O 0.821 4.125 0.494 0.001
O 1.719 7.018 -0.217 0.000
H 2.427 5.890 1.355 0.000
H 1.254 7.215 1.725 0.000
H -0.389 5.807 0.343 0.000
H -0.105 5.272 1.981 0.000
H 0.139 3.498 0.795 -0.001
H 2.151 6.396 -0.807 0.000
C 1.010 -0.228 -5.381 0.001
C -0.180 -1.114 -5.565 0.000
O 0.209 -2.420 -5.141 0.000
O 2.102 -0.622 -6.199 0.001
H 1.360 -0.281 -4.339 0.001
H 0.779 0.796 -5.671 0.000
H -0.527 -1.155 -6.599 0.000
H -1.011 -0.748 -4.947 0.000
H -0.396 -3.054 -5.539 0.000
H 2.158 -1.585 -6.160 0.000
C -2.499 2.504 2.288 0.000
C -2.193 1.714 1.054 0.000
O -1.656 2.585 0.049 0.004
O -1.268 2.882 2.895 0.000
H -3.128 1.913 2.962 0.000
H -3.111 3.371 2.011 0.000
H -3.058 1.148 0.699 0.000
H -1.446 0.954 1.326 0.000
H -0.905 2.136 -0.347 0.001
H -1.413 3.056 3.831 0.000
C -2.642 -1.931 2.716 0.000
C -3.852 -2.831 2.707 0.000
O -4.990 -2.186 3.199 0.000
O -2.402 -1.556 4.062 0.000
H -2.865 -1.040 2.106 0.000
H -1.789 -2.419 2.220 0.000
H -3.600 -3.709 3.321 0.000
H -4.065 -3.218 1.708 0.000
H -4.764 -1.757 4.032 0.000
H -1.738 -0.849 4.044 0.000
C -3.142 -3.000 -1.374 0.000
C -2.405 -2.875 -2.678 0.000
O -3.205 -3.204 -3.807 0.000
O -4.322 -2.231 -1.423 0.000
H -2.476 -2.705 -0.545 0.000
H -3.368 -4.055 -1.150 0.000
H -1.531 -3.531 -2.732 0.000
H -2.093 -1.838 -2.823 0.000
H -3.854 -3.858 -3.529 0.000
H -4.888 -2.433 -0.672 0.000
C 2.033 0.088 3.018 0.001
C 0.734 -0.622 3.361 0.000
O -0.162 0.251 4.011 0.000
O 1.712 1.355 2.443 0.013
H 2.722 -0.510 2.415 0.000
H 2.587 0.307 3.934 0.001
H 0.880 -1.484 4.009 0.000
H 0.311 -0.974 2.403 0.000
H -0.209 1.062 3.477 0.000
H 1.565 1.237 1.498 0.002
```

Values from the calculation:
HOMO (spin up / spin down) = -12.2 / -12.2 eV
Spin multiplicity = 2
Energy relative to the best compared isomer or geometry (same formula, charge and spin) = 1.339 eV
<S²> = 0.755
Total charge = +1
Frontier orbital gap (spin up / spin down) = 0.26042 / 0.18255 Ha

=====

Entry 6:
A cluster of 5 separate species, C16H47N4O5 in total in a non-equilibrium geometry. Source: OMol25; level of theory: ωB97M-V/def2-TZVPD.

XYZ file:
```
72
Properties=species:S:1:pos:R:3:lowdin_spin:R:1
O 0.048 -0.966 -0.180 0.000
H -0.863 -1.169 -0.406 0.000
H 0.177 -0.021 -0.285 0.000
H 0.196 -1.235 0.730 0.000
C -3.747 0.219 -0.306 0.000
C -3.480 -0.969 -1.210 0.000
C -2.999 -0.679 -2.646 0.000
O -3.968 -0.112 -3.497 0.000
C -3.822 -0.289 -4.910 0.000
N -2.546 -1.779 -0.483 0.000
H -4.630 0.783 -0.607 0.000
H -2.899 0.902 -0.349 0.000
H -3.933 -0.045 0.735 0.000
H -4.398 -1.557 -1.195 0.000
H -2.633 -1.628 -3.039 0.000
H -2.060 -0.127 -2.612 0.000
H -3.670 -1.309 -5.261 0.000
H -2.915 0.291 -5.083 0.000
H -4.567 0.232 -5.512 0.000
H -2.535 -2.692 -0.916 0.000
H -2.911 -1.921 0.448 0.000
C 0.164 -4.047 2.116 0.000
C -0.356 -2.780 2.781 0.000
C -0.425 -3.105 4.305 0.000
O -0.647 -1.814 4.967 0.000
C -0.988 -1.835 6.336 0.000
N 0.478 -1.649 2.434 0.000
H -0.340 -4.980 2.366 0.000
H 1.213 -4.223 2.354 0.000
H 0.001 -3.888 1.050 0.000
H -1.345 -2.554 2.381 0.000
H 0.551 -3.462 4.633 0.000
H -1.215 -3.832 4.494 0.000
H -1.082 -0.840 6.771 0.000
H -0.175 -2.356 6.841 0.000
H -1.959 -2.255 6.598 0.000
H 1.426 -1.923 2.646 0.000
H 0.197 -1.046 3.194 0.000
C 4.730 2.577 -0.808 0.011
C 4.907 1.419 -1.728 0.102
C 3.528 0.740 -2.104 0.119
O 2.719 1.678 -2.806 0.028
C 2.213 1.245 -4.080 0.006
N 5.458 1.925 -2.989 0.647
H 5.701 2.880 -0.415 0.003
H 4.115 2.214 0.015 0.000
H 4.223 3.388 -1.330 0.001
H 5.570 0.697 -1.251 0.008
H 2.975 0.345 -1.253 0.024
H 3.641 -0.153 -2.718 0.000
H 1.676 0.297 -4.047 0.001
H 2.906 1.168 -4.919 0.003
H 1.375 1.878 -4.373 0.001
H 4.732 2.468 -3.436 0.024
H 5.501 1.134 -3.616 0.020
C 1.256 3.550 -0.071 0.000
C 0.609 2.197 0.136 0.000
C -0.565 2.160 1.212 0.000
O -1.073 0.829 1.363 0.000
C -1.947 0.681 2.507 0.000
N 0.269 1.591 -1.162 0.001
H 2.071 3.410 -0.780 0.000
H 1.561 3.918 0.908 0.000
H 0.580 4.246 -0.568 0.000
H 1.398 1.521 0.465 0.000
H -1.447 2.772 1.024 0.000
H -0.093 2.353 2.175 0.000
H -2.579 1.556 2.659 0.000
H -1.292 0.382 3.325 0.000
H -2.567 -0.197 2.323 0.000
H -0.521 2.112 -1.516 0.000
H 1.026 1.676 -1.825 0.000
```

Values from the calculation:
HOMO (spin up / spin down) = -14.0 / -14.0 eV
Spin multiplicity = 2
Energy relative to the best compared isomer or geometry (same formula, charge and spin) = 0.000 eV
<S²> = 0.755
Total charge = +2
Frontier orbital gap (spin up / spin down) = 0.32945 / 0.10201 Ha